[1]
Entry from the OMol25 dataset: a cluster of 2 separate species, C3H11N2O in total (ωB97M-V/def2-TZVPD).

Calculated values
net charge: +1
E_tot: -305.377847 hartree
2S+1: 1
LUMO level: -3.11 eV
Kohn-Sham gap: 11.46 eV

Element x y z (Å)
N: -1.038 0.577 0.969
H: 0.310 -0.972 -1.127
C: -1.340 0.393 -0.507
O: -1.471 -1.237 -2.173
H: -1.298 1.512 1.263
H: 2.266 0.085 2.365
H: -1.576 -0.109 1.499
H: -0.805 -1.409 -2.846
H: -0.917 1.225 -1.063
H: -2.418 0.343 -0.627
H: 2.195 0.376 -0.491
C: 2.560 0.426 0.531
H: -0.006 0.487 1.191
N: 1.756 0.292 1.507
C: -0.762 -0.947 -0.964
H: -1.072 -1.687 -0.218
H: 3.614 0.645 0.691



[2]
Entry from the OMol25 dataset: a cluster of 2 separate species, C3H11N2O in total (ωB97M-V/def2-TZVPD).

Calculated values
net charge: +1
E_tot: -305.148702 hartree
2S+1: 3
LUMO level (spin up / spin down): -3.84 / -5.56 eV
Kohn-Sham gap (spin up / spin down): 7.09 / 9.60 eV

Element x y z (Å)
H: -1.142 2.233 -1.596
H: -0.679 -3.038 -1.534
H: 0.314 -3.736 -0.255
H: 0.627 0.548 -1.491
N: -1.026 1.892 -0.569
H: 2.681 1.632 0.625
H: -1.857 -1.800 0.490
H: -1.990 1.439 -0.245
C: 0.115 0.787 -0.522
N: 1.720 2.065 0.730
H: 0.837 -2.366 -0.929
H: -0.802 2.849 -0.120
H: -0.025 -1.588 0.999
C: -0.732 -1.897 0.308
H: 1.588 2.251 1.702
C: -0.116 -2.804 -0.627
O: 0.810 0.892 0.573